Here is a 11-piece molecular cluster, C36H92BN8O18 overall from OMol25. Energies are from ωB97M-V/def2-TZVPD.

Output
**E_LUMO**: 0.075 Eh
**Multiplicity**: 1
**HOMO-LUMO gap**: 8.3 eV
**HOMO**: -6.3 eV
**Energy relative to the best compared isomer or geometry (same formula, charge and spin)**: 0.0 kcal/mol
**Charge**: -1
**Electronic energy**: -3244.2242 hartree

Geometry as XYZ:
```
155
Properties=species:S:1:pos:R:3:mulliken_charge:R:1
O 1.7350 -1.9600 3.6332 -0.58
C 1.6535 -1.4748 2.5501 0.60
O 0.9589 -0.4421 2.1048 -0.54
B 1.0740 -0.3540 0.6494 1.21
O 2.0660 -1.3656 0.2929 -0.78
C 2.4511 -2.0524 1.3371 0.26
O 3.2034 -2.9743 1.3719 -0.76
O 1.3864 0.9954 0.1788 -0.60
C 0.3833 1.4371 -0.5546 -0.05
O 0.2156 2.5561 -0.9470 -0.49
C -0.5806 0.2462 -0.7596 0.92
O -0.1922 -0.7411 -0.0003 -0.27
O -1.6550 0.2571 -1.3097 0.08
C -2.3803 3.8079 -3.0763 -0.13
C -1.7674 3.8548 -4.4924 0.13
C -1.5693 5.3491 -4.8518 -0.36
O -1.0126 5.4723 -6.1508 -0.36
C -1.9064 5.6242 -7.2156 -0.72
N -0.5431 3.0901 -4.4976 -0.06
H -1.5499 3.8792 -2.3740 -0.22
H -2.8387 2.8329 -2.8957 -0.57
H -3.1806 4.5408 -2.9689 0.55
H -2.4930 3.4384 -5.1981 0.50
H -0.7839 5.6833 -4.1682 -0.31
H -2.4548 5.9874 -4.7814 0.52
H -2.5343 4.7400 -7.3791 0.27
H -1.3627 5.8318 -8.1337 0.27
H -2.5885 6.4603 -7.0114 0.30
H 0.0999 3.4660 -3.8122 -0.25
H -0.1746 3.0847 -5.4408 0.33
C -5.4473 1.1821 -0.2242 -1.19
C -6.6635 1.1291 -1.1428 0.57
C -7.9964 1.6009 -0.5979 -0.85
O -8.2512 0.8185 0.5603 -0.27
C -9.5416 0.9377 1.0686 -0.83
N -6.2864 1.8676 -2.3760 -0.58
H -4.5416 0.8149 -0.6963 0.11
H -5.7014 0.6922 0.7160 0.51
H -5.2974 2.2407 0.0287 0.43
H -6.7802 0.0816 -1.4498 0.14
H -8.7881 1.4379 -1.3371 0.43
H -7.9304 2.6694 -0.3544 0.32
H -10.2099 0.1543 0.6760 0.29
H -10.1027 1.8585 0.8673 0.33
H -9.5418 0.7996 2.1522 0.25
H -5.8083 2.7312 -2.1388 0.20
H -7.1095 2.1445 -2.9042 0.24
C 3.2020 4.0594 -1.9869 -1.37
C 2.0462 5.0432 -1.9497 2.47
C 1.9152 5.6573 -0.5628 -0.74
O 0.8352 6.5567 -0.3448 -0.47
C -0.3762 5.9800 -0.7783 0.21
N 2.2356 5.9971 -3.0673 -0.72
H 2.9338 3.1641 -1.4202 0.00
H 4.0758 4.4986 -1.4948 0.44
H 3.5151 3.7038 -2.9663 0.41
H 1.0943 4.5521 -2.1620 -1.34
H 2.8483 6.2109 -0.4070 0.40
H 1.8845 4.8922 0.2191 0.22
H -1.1573 6.6701 -0.4561 0.39
H -0.6268 4.9547 -0.4843 -0.05
H -0.4051 5.9438 -1.8766 -0.20
H 1.6498 6.8155 -2.8580 0.30
H 3.1235 6.4929 -2.9310 0.31
C -2.4568 1.6368 2.0002 -0.24
C -2.0799 2.5652 3.1907 0.09
C -2.6645 1.9655 4.4783 -1.12
O -2.1795 0.6675 4.5977 -0.08
C -2.2817 0.0755 5.8877 -0.90
N -0.6088 2.5212 3.3291 -0.72
H -3.5118 1.7309 1.7291 0.13
H -2.1618 0.5982 2.1302 0.25
H -1.8910 2.0351 1.1519 -0.21
H -2.4700 3.5574 2.9735 0.47
H -3.7534 2.0746 4.5616 0.45
H -2.2815 2.6129 5.2833 0.47
H -3.3515 -0.0828 6.0479 0.33
H -1.8532 0.7566 6.6243 0.33
H -1.7724 -0.8823 5.8926 0.20
H -0.1144 3.0110 2.5923 0.31
H -0.3824 1.5400 3.1888 0.25
C 2.7555 0.0242 -7.8551 -1.53
C 2.0084 -0.1174 -6.5539 0.73
C 2.6815 0.5328 -5.3462 -0.77
O 2.1789 -0.0866 -4.1633 -0.30
C 2.7319 0.5147 -2.9987 -0.15
N 0.6809 0.4690 -6.7138 -0.67
H 3.7262 -0.4858 -7.9302 0.40
H 3.0285 1.0494 -8.1120 0.31
H 2.1993 -0.4944 -8.6393 0.37
H 1.8919 -1.1864 -6.3267 0.20
H 2.5062 1.6074 -5.2789 0.32
H 3.7242 0.2103 -5.4555 0.37
H 3.7335 0.9057 -3.1796 0.48
H 2.6664 -0.2858 -2.2596 0.05
H 2.0863 1.3088 -2.6081 -0.14
H 0.0188 -0.1256 -7.2005 0.26
H 0.2606 0.5755 -5.7930 0.12
C 8.9899 -3.0274 6.5876 -1.28
C 7.5472 -3.4424 6.2697 0.43
C 6.5946 -2.2381 6.1644 -0.79
O 5.2967 -2.7547 5.9048 -0.38
C 4.2799 -1.7817 5.9432 -0.85
N 7.5608 -4.2348 5.0404 -0.72
H 8.9797 -2.0481 7.0789 0.34
H 9.6151 -3.0608 5.6983 0.32
H 9.4735 -3.6519 7.3411 0.30
H 7.2074 -4.0961 7.0767 0.26
H 6.9580 -1.5297 5.4150 0.35
H 6.4695 -1.7869 7.1565 0.40
H 3.3118 -2.1277 5.5960 0.26
H 4.6125 -0.8742 5.4283 0.33
H 4.1089 -1.4235 6.9712 0.34
H 7.8446 -3.6047 4.2844 0.33
H 6.5940 -4.3765 4.7300 0.18
C 2.5541 -5.4433 4.4184 -1.16
C 3.9304 -5.6732 3.7393 0.66
C 3.6785 -6.3595 2.4132 -0.72
O 2.7839 -7.4399 2.6168 -0.28
C 2.7992 -8.3785 1.5807 -0.86
N 4.5588 -4.3636 3.5741 -0.48
H 1.8244 -5.0232 3.7283 0.09
H 2.6253 -4.8055 5.3022 0.40
H 2.1377 -6.3661 4.8386 0.40
H 4.6495 -6.3079 4.2656 0.26
H 4.6110 -6.6571 1.9147 0.37
H 3.3141 -5.6313 1.6725 0.27
H 3.4101 -9.2769 1.7082 0.29
H 3.0266 -7.9406 0.6017 0.35
H 1.7697 -8.7290 1.4404 0.28
H 3.9206 -3.8017 3.0035 0.05
H 4.6782 -3.8742 4.4564 0.44
C -4.2084 -3.3701 0.8765 -1.75
C -3.1375 -2.7652 0.0221 1.86
C -1.9307 -3.7357 -0.0362 -0.75
O -1.4821 -4.1051 1.2472 -0.24
C -0.7207 -5.2813 1.2787 -0.84
N -3.6675 -2.6357 -1.3400 -0.67
H -5.0573 -2.6904 1.0254 0.44
H -3.9326 -3.6147 1.9037 0.33
H -4.6014 -4.2886 0.4321 0.36
H -2.8505 -1.7623 0.3529 -0.65
H -1.1070 -3.2304 -0.5529 0.19
H -2.2906 -4.6085 -0.5913 0.50
H -1.1435 -6.0884 0.6763 0.36
H -0.5713 -5.5686 2.3219 0.26
H 0.3133 -5.0552 0.9713 0.29
H -3.1255 -2.0753 -1.9760 0.17
H -4.5952 -2.2349 -1.3132 0.20
O -4.1525 0.0060 -3.2220 -0.75
H -4.9866 0.3650 -2.8721 0.34
H -3.5897 0.7793 -3.3338 0.19
O -1.2924 -1.0991 -3.6500 -0.75
H -1.8283 -1.0314 -2.8490 0.01
H -1.2787 -0.2022 -3.9962 0.43
```